This record from the Open Molecules 2025 dataset describes a molecular structure, C22H31BCrN6O. The level of theory is ωB97M-V with the def2-TZVPD basis set.

```
62
Properties=species:S:1:pos:R:3:forces:R:3
H 3.32487 -1.83128 0.14143 -0.07 -0.06 0.03
N 1.58046 -2.72831 -0.66058 1.22 -1.57 -0.09
B -0.10840 -4.29628 -1.74571 -0.04 1.11 -0.24
N 1.28586 -3.99370 -1.14420 0.69 0.93 0.74
C 2.37275 -4.76830 -1.01778 0.01 0.72 0.17
Cr 0.26160 -1.28626 -0.54206 0.10 2.67 0.72
H 2.33727 -5.80156 -1.32776 0.08 0.09 0.02
C 3.39707 -4.00290 -0.46514 0.08 -0.14 -0.06
H 4.39324 -4.33368 -0.24471 0.12 -0.04 0.02
C 2.86963 -2.72635 -0.25760 -0.99 -1.01 -0.56
H -0.23118 -5.43058 -2.09762 0.02 -0.01 0.09
C -1.61058 3.14019 -1.99349 -1.06 -0.78 0.09
H -2.34782 3.61445 -1.34252 0.12 -0.08 -0.04
H -1.26254 2.21662 -1.52843 -0.01 0.06 0.05
H -2.07180 2.91314 -2.95748 0.03 0.02 0.07
N -0.28962 -3.29512 -2.93575 0.06 1.05 -0.12
N -1.16134 -3.87279 -0.68828 -0.21 1.05 0.90
N -0.18438 -1.95174 -2.70120 0.10 0.34 0.48
N -1.14785 -2.58886 -0.16399 -1.19 -1.40 0.32
C -0.57583 -3.48098 -4.23573 0.05 0.44 0.25
C -2.21195 -4.52964 -0.18022 0.15 0.41 -0.01
H -0.69396 -4.48336 -4.60903 -0.05 0.04 -0.19
H -2.38640 -5.56163 -0.45798 -0.06 0.22 0.08
C -0.65919 -2.23340 -4.83603 -0.12 -0.18 -0.52
C -2.90368 -3.66988 0.66225 -0.50 -0.19 0.24
C -0.40704 -1.29065 -3.83613 0.00 -1.35 0.20
C -2.21738 -2.45783 0.64808 0.71 -0.83 -0.77
H -0.87597 -2.02946 -5.86296 -0.06 -0.02 -0.29
H -3.79938 -3.89763 1.21645 0.05 0.00 -0.03
H -0.37908 -0.20851 -3.87725 0.01 -0.22 0.04
H -2.41543 -1.51613 1.14922 0.06 -0.23 -0.04
H -0.79384 3.79241 -2.13335 0.97 0.76 -0.12
C 3.79588 3.10754 1.91244 0.06 -0.07 0.14
C 2.87670 2.60800 0.79485 -0.13 0.41 -0.39
C 3.17803 1.14210 0.50148 0.23 -0.09 -0.02
C 1.42647 2.97973 1.08376 -0.81 -0.89 0.10
C 1.11292 4.32494 1.19657 -0.24 0.18 0.19
C -0.16474 4.76010 1.54121 -0.11 0.25 0.05
C -1.16606 3.82687 1.82295 0.22 0.13 0.03
C -0.92542 2.47154 1.70295 0.63 -0.35 -0.20
C -1.98558 1.44118 2.08119 0.29 0.24 -0.22
C -2.10776 1.31913 3.60233 0.12 -0.05 0.02
C -3.34145 1.75624 1.45705 -0.10 -0.08 -0.11
C 0.36562 2.00771 1.23772 -0.44 2.00 0.27
O 0.53867 0.76731 0.98745 0.01 -3.22 -1.25
H 3.58223 2.57183 2.84571 0.01 0.10 -0.10
H 3.66999 4.17894 2.09631 0.00 -0.19 0.00
H 4.84315 2.92676 1.65001 -0.03 0.03 0.04
H 3.13830 3.17668 -0.11254 0.12 -0.11 0.10
H 2.92013 0.50679 1.35208 -0.02 0.04 -0.13
H 2.63559 0.79702 -0.38196 0.00 -0.04 0.08
H 4.24887 1.03429 0.30030 0.02 0.03 -0.01
H 1.90674 5.05857 1.02866 -0.26 -0.12 0.02
H -0.37734 5.82522 1.62137 0.06 -0.21 -0.02
H -2.15261 4.16030 2.15444 0.27 0.04 -0.10
H -1.63381 0.47529 1.69184 -0.02 0.21 0.07
H -2.45118 2.26604 4.03888 0.07 -0.16 -0.07
H -2.82246 0.53334 3.87184 0.02 0.08 0.04
H -1.13642 1.06974 4.04350 -0.15 0.06 -0.03
H -3.25343 1.88511 0.37115 -0.05 0.02 0.19
H -4.04492 0.93673 1.64795 -0.03 0.14 0.01
H -3.76422 2.67495 1.88403 0.02 -0.19 -0.14
```
Forces are in eV/Å.

Values from the calculation:
- <S²>: 6.013
- E_LUMO (alpha / beta): 0.0 / 0.1 eV
- Max |F|: 3.454 eV/A
- Total energy: -63404.24511 eV
- Orbital gap (alpha / beta): 6.23 / 6.39 eV
- Multiplicity: 5


This record from the Open Molecules 2025 dataset describes 5 unconnected molecules or ions with the total composition C22H31Cl12O8PS. The level of theory is ωB97M-V with the def2-TZVPD basis set.

```
75
Properties=species:S:1:pos:R:3:forces:R:3
C 4.76138 2.30516 3.51544 -0.11 0.02 -0.06
O 4.56714 0.92450 3.28544 0.04 -0.04 0.06
C 4.88490 0.50375 1.97807 -0.07 -0.08 -0.17
C 3.97843 1.06686 0.88434 -0.01 -0.16 0.03
C 2.59367 0.38460 0.83971 0.26 0.43 -0.18
C 2.11733 0.12973 -0.60167 -0.08 0.11 0.37
C 1.23329 -1.10811 -0.81633 -0.02 -0.60 -0.60
P 2.24640 -2.12409 -2.09168 -0.09 0.37 -0.05
C 3.30098 -3.00610 -0.89514 0.27 0.02 -0.14
O 1.28076 -3.36220 -2.60416 0.04 0.03 -0.01
O 1.05657 -1.84950 0.43603 -0.10 0.16 0.02
S -0.19168 -2.82175 0.34639 0.00 -0.25 0.24
O 0.23089 -4.14316 0.04719 -0.14 0.16 0.03
O -1.01940 -2.59324 1.48823 0.18 -0.02 -0.04
O -0.85472 -2.16153 -0.91626 0.07 0.10 -0.49
C -0.23910 -0.84406 -1.21974 -0.09 -0.07 0.53
C -0.92556 0.14049 -0.26436 -0.12 0.31 -0.20
C -2.41689 0.35511 -0.57083 0.08 -0.08 0.09
C -3.11759 0.93265 0.63329 0.14 -0.18 -0.25
C -3.55782 0.07689 1.63683 0.08 0.00 -0.21
C -4.15974 0.58968 2.76915 -0.03 -0.22 0.08
C -4.31345 1.95916 2.90793 -0.19 0.09 0.39
C -3.87615 2.81612 1.91986 0.18 0.21 -0.19
C -3.27496 2.29958 0.78152 0.00 0.07 -0.09
C -0.53305 -0.62952 -2.70485 0.33 0.30 0.57
C -0.34572 0.73968 -3.33022 0.07 0.14 -1.02
O -0.45312 0.87007 -4.51996 -0.08 -0.01 0.60
O -0.03357 1.81509 -2.53320 -0.22 -0.47 0.57
H 5.09002 2.43107 4.54680 0.01 0.00 -0.03
H 5.51516 2.72273 2.83886 0.05 -0.02 0.09
H 3.83073 2.86723 3.37900 0.04 -0.02 -0.03
H 4.78395 -0.58611 1.98804 0.05 0.04 0.02
H 5.93823 0.72424 1.74431 -0.06 0.16 0.09
H 4.51636 0.92014 -0.05822 -0.18 0.07 0.05
H 3.85784 2.14487 1.01465 0.13 0.01 -0.06
H 1.87577 1.05256 1.32089 -0.10 -0.33 0.21
H 2.64004 -0.54107 1.40876 -0.09 0.00 0.02
H 1.56773 1.00631 -0.94568 0.08 -0.04 -0.16
H 2.98482 0.05473 -1.26750 0.01 -0.07 0.09
H 3.41010 -2.44790 0.03418 0.02 -0.11 0.02
H 2.90458 -4.00391 -0.70405 -0.18 0.14 0.12
H 4.28550 -3.10338 -1.34936 -0.04 -0.11 0.05
H 1.27663 -3.34893 -3.56754 -0.12 -0.09 0.02
H -0.41000 1.09902 -0.27941 0.00 -0.01 0.00
H -0.85069 -0.23917 0.75401 0.10 -0.09 -0.04
H -2.55914 1.02214 -1.42644 0.04 -0.05 -0.04
H -2.86640 -0.60880 -0.82598 -0.04 0.06 -0.01
H -3.41536 -0.98923 1.49634 -0.08 0.02 0.14
H -4.51294 -0.08582 3.53721 0.02 0.06 0.03
H -4.77913 2.35832 3.80005 -0.02 0.00 0.00
H -3.98648 3.88748 2.02329 -0.05 -0.10 0.03
H -2.92890 2.96065 -0.00752 -0.04 0.05 0.05
H -1.58954 -0.86529 -2.84425 0.06 -0.06 -0.12
H 0.04481 -1.31281 -3.31999 -0.16 -0.11 -0.01
H -0.76808 2.44157 -2.51709 0.15 0.18 -0.34
Cl -3.48191 0.00774 -4.41486 -0.16 0.09 -0.14
C -4.48412 -1.29236 -5.06386 -0.03 -0.05 0.11
Cl -3.87934 -2.85832 -4.52242 0.01 0.00 -0.01
Cl -6.17302 -1.07725 -4.61352 0.01 0.00 -0.01
H -4.41409 -1.25568 -6.14245 0.01 0.00 -0.01
Cl 8.53547 -2.51355 -1.56171 -0.01 -0.01 0.00
C 7.31619 -2.05197 -0.38090 -0.05 -0.06 0.06
Cl 6.08597 -1.01493 -1.11780 0.17 0.01 -0.04
Cl 6.57455 -3.47117 0.36420 0.09 0.05 -0.01
H 7.80121 -1.48584 0.40293 0.00 0.03 -0.01
Cl -4.53237 6.45682 1.51637 -0.01 0.13 -0.01
C -4.96759 6.76485 -0.16602 -0.01 -0.02 0.00
Cl -5.02760 5.25845 -1.08273 0.01 -0.01 0.00
Cl -6.49766 7.62934 -0.27268 0.00 0.00 0.00
H -4.19790 7.38941 -0.59850 0.01 0.01 -0.01
Cl -3.02593 -4.09896 4.94872 0.00 0.00 0.01
C -3.40406 -3.80399 3.25152 0.00 0.01 0.00
Cl -3.53379 -5.31728 2.35923 0.01 0.01 -0.01
Cl -4.89537 -2.86038 3.10085 0.00 -0.12 0.01
H -2.59347 -3.23142 2.81927 -0.02 -0.01 -0.01
```
Forces are in eV/Å.

Values from the calculation:
- Energy above the lowest of the compared OMol25 structures with the same formula, charge and spin: 0.000 eV
- E_LUMO: 0.1 eV
- Max |F|: 1.033 eV/A
- Total energy: -210089.28702 eV
- Orbital gap: 9.15 eV


This record from the Open Molecules 2025 dataset describes 10 unconnected molecules or ions with the total composition C22H31Cl27N5O2. The level of theory is ωB97M-V with the def2-TZVPD basis set.

```
87
Properties=species:S:1:pos:R:3:forces:R:3
C 3.83901 1.48424 -0.35472 -0.38 -3.92 -0.55
C 3.97938 0.27609 -0.26215 -0.43 2.28 0.19
C 3.97644 -1.16055 -0.01756 0.40 0.66 -0.20
C 2.91817 -1.87509 -0.85761 -0.11 -0.52 0.28
C 1.55630 -1.98677 -0.14382 0.83 -0.07 0.42
N 0.58767 -0.95383 -0.61654 0.66 0.44 -0.48
C -0.42826 -1.28354 -1.66878 -0.75 0.42 -1.71
C -0.53809 -2.64278 -2.13504 0.00 -2.31 0.61
C -0.58056 -3.81945 -2.44147 0.18 2.30 -0.15
C -1.72204 -0.58962 -1.17972 1.25 -1.26 0.96
O -2.26858 -1.54619 -0.26342 0.11 0.66 0.35
N -3.45918 -2.09964 -0.78217 -0.31 -0.33 -0.21
O -3.75491 -3.04467 -0.18162 -0.16 0.09 0.10
C -1.14136 0.69790 -0.43502 -2.45 -2.65 -1.52
N -0.68436 1.52957 -1.51955 0.69 0.35 1.01
N -2.32327 1.20736 0.22016 0.99 0.99 0.87
C -2.13101 2.42530 1.02637 -0.73 0.72 0.07
C -2.07162 3.71305 0.21968 1.02 -0.29 -0.40
C -0.08547 -0.04588 0.39641 0.56 0.48 1.16
N 0.94026 0.72268 1.02884 0.02 0.28 -0.19
H 3.49544 2.43193 -0.59219 -0.14 0.93 -0.34
H 4.96690 -1.54547 -0.22140 0.22 -0.26 -0.18
H 3.82129 -1.30550 1.04701 -0.12 -0.26 0.24
H 3.29597 -2.87141 -1.04633 -0.16 -0.35 -0.08
H 2.82275 -1.40979 -1.83447 -0.01 0.11 -0.19
H 1.16984 -2.99492 -0.18655 -0.59 0.01 -0.36
H 1.76344 -1.78766 0.89926 -0.32 0.13 0.34
H 1.19287 -0.28600 -1.09540 0.26 0.12 0.19
H -0.07968 -0.76566 -2.55694 0.01 0.36 -0.13
H -0.52129 -4.74190 -2.96414 -0.18 -0.24 0.26
H -2.47021 -0.39708 -1.93603 0.04 0.37 -0.34
H 0.31471 1.52448 -1.65063 0.11 0.30 -0.10
H -1.17958 1.32804 -2.37122 -0.05 0.22 -0.23
H -2.66094 0.50241 0.86202 -0.15 -0.28 -0.16
H -3.00191 2.49751 1.66980 -0.17 -0.19 0.18
H -1.27283 2.39922 1.70321 0.14 -0.22 0.06
H -2.76682 3.72328 -0.60819 -0.41 -0.01 0.02
H -2.17262 4.59831 0.83263 -0.32 0.08 0.28
H -1.08571 3.78297 -0.22884 0.14 0.14 -0.21
H -0.52969 -0.70314 1.14062 -0.67 -0.20 -0.33
H 1.30790 0.21509 1.81950 0.30 -0.04 0.18
H 0.58796 1.58499 1.42076 -0.07 0.19 -0.24
C 1.28957 0.29791 5.37325 -0.25 0.09 -0.06
Cl 2.12585 -0.68169 4.15566 0.13 -0.10 -0.02
Cl 1.36252 2.00697 4.94123 0.02 -0.01 -0.01
Cl -0.37884 -0.22545 5.55485 0.26 -0.28 -0.29
H 1.79669 0.16306 6.31947 0.06 -0.03 -0.02
C -3.19951 1.19484 8.42381 0.07 -0.08 0.09
Cl -4.00580 -0.12187 7.56552 -0.01 0.02 -0.02
Cl -2.71799 0.68388 10.03861 -0.02 0.03 -0.03
Cl -1.80201 1.76429 7.50546 -0.24 0.31 0.25
H -3.89868 2.01396 8.52109 -0.02 0.01 -0.02
C -3.79753 -6.24913 0.68235 -0.11 -0.23 -0.07
Cl -5.40657 -6.90243 0.97493 0.04 0.04 -0.01
Cl -2.58287 -7.14986 1.60353 0.00 0.06 0.03
Cl -3.42572 -6.26954 -1.04308 0.52 -0.34 0.37
H -3.78147 -5.22472 1.01957 0.03 0.09 0.03
C -6.72377 -5.37201 -3.28335 -0.01 -0.12 -0.08
Cl -6.33359 -7.08980 -3.37694 -0.02 -0.01 0.04
Cl -5.43831 -4.50094 -2.44311 -0.51 0.42 -0.41
Cl -7.03182 -4.72715 -4.89809 0.05 0.00 0.11
H -7.62987 -5.26234 -2.70335 -0.01 0.00 0.01
C -5.63233 0.07892 -5.03835 0.04 -0.08 0.05
Cl -5.57639 -1.66373 -5.26710 0.01 0.05 0.03
Cl -6.33429 0.48690 -3.47342 0.02 0.01 -0.01
Cl -4.01607 0.78446 -5.20126 0.03 0.04 0.01
H -6.25621 0.50426 -5.81275 0.00 0.03 0.00
C 4.67204 5.19994 1.49104 0.25 0.00 0.00
Cl 4.59149 3.45761 1.14915 0.33 1.00 0.85
Cl 6.13535 5.60201 2.38878 -0.08 -0.02 -0.02
Cl 4.59497 6.10706 -0.01660 -0.22 -0.24 0.09
H 3.81792 5.46988 2.09727 -0.02 -0.03 0.01
C 6.15477 3.67763 -3.60411 0.06 0.10 0.10
Cl 5.56717 2.42096 -2.50664 0.14 0.11 -0.23
Cl 4.88727 4.86613 -3.91999 -0.01 -0.04 -0.02
Cl 7.58972 4.45776 -2.94434 -0.03 -0.03 -0.02
H 6.42203 3.21177 -4.54273 0.00 -0.01 -0.02
C 0.07013 -7.86223 -0.90464 0.05 -0.13 0.02
Cl 0.37342 -9.58615 -1.05988 -0.02 0.06 0.00
Cl 1.37049 -7.07409 -0.00469 -0.04 0.06 0.03
Cl -0.12138 -7.11684 -2.49719 0.05 -0.29 -0.10
H -0.85340 -7.72436 -0.35784 -0.01 0.05 -0.02
C 6.01897 9.95902 0.12950 0.13 -0.02 0.05
Cl 5.39830 9.55736 1.73410 -0.04 0.00 -0.02
Cl 7.30512 11.15825 0.24224 -0.04 0.00 -0.01
Cl 6.58439 8.50744 -0.69840 0.17 0.24 -0.11
H 5.20994 10.38414 -0.44828 -0.02 0.00 0.00
```
Forces are in eV/Å.

Values from the calculation:
- E_LUMO: -2.7 eV
- Max |F|: 3.978 eV/A
- Total energy: -372953.10095 eV
- Orbital gap: 9.42 eV
- Total charge: +1


This record from the Open Molecules 2025 dataset describes 2 unconnected molecules or ions with the total composition C22H31ClN3O6S. The level of theory is ωB97M-V with the def2-TZVPD basis set.

```
64
Properties=species:S:1:pos:R:3:forces:R:3
C 4.25075 -1.90809 1.21258 -0.04 -0.44 -0.07
C 3.72410 -3.34947 1.19209 -0.09 0.36 -0.11
C 3.40894 -3.86186 -0.22278 0.36 0.03 0.20
N 1.97916 -3.97852 -0.50512 0.05 0.10 0.17
C 1.22064 -2.78100 -0.29804 -0.37 0.42 -0.05
C 0.28186 -2.76023 0.73880 0.01 -0.08 0.05
C -0.05368 -3.99676 1.53587 -0.27 0.04 -0.48
O -0.69957 -4.96771 0.70281 0.35 -0.15 0.26
C -2.04964 -5.18751 1.01161 -0.65 0.16 -0.16
C -2.96065 -4.08020 0.49808 0.14 0.25 -0.23
C -2.80859 -3.85172 -1.01505 -0.28 0.10 0.12
C -0.42134 -1.59795 0.99857 -0.01 -0.05 -0.02
C -0.28519 -0.44903 0.22698 0.02 -0.49 0.23
C 0.60658 -0.48547 -0.84431 -0.09 0.30 0.00
C 1.35877 -1.63967 -1.10395 0.39 -0.13 -0.04
C 2.32135 -1.64836 -2.27296 -0.53 -0.40 0.19
S 0.80634 0.90759 -1.91811 -0.12 0.08 0.18
C 0.09268 2.20753 -0.93445 0.32 -0.53 -0.32
C 0.40107 3.51645 -1.30826 -0.36 0.07 0.42
C -0.14479 4.58034 -0.61233 0.15 -0.40 -0.14
C -0.97325 4.31810 0.47850 0.00 0.48 0.07
O -1.44622 5.42444 1.14883 -0.07 -0.24 -0.41
C -2.62512 5.25710 1.90289 -0.06 0.08 0.53
C -3.16691 6.61921 2.31105 -0.16 -0.25 0.09
C -1.25765 3.01850 0.86264 0.05 -0.15 -0.18
C -0.73192 1.93748 0.13873 -0.24 0.59 0.17
N -1.11878 0.63901 0.57165 0.31 0.39 -0.26
N -2.52138 0.33371 0.30867 -0.04 -0.50 0.32
H 4.76401 -1.71386 2.15126 -0.04 0.22 0.09
H 4.95615 -1.74158 0.39912 0.12 0.03 0.00
H 3.42593 -1.21041 1.08592 -0.01 0.17 0.03
H 2.82654 -3.36790 1.80251 -0.21 -0.21 0.08
H 4.43292 -4.01840 1.67543 0.15 -0.05 -0.03
H 3.86485 -4.84454 -0.33884 -0.19 -0.18 -0.11
H 3.93620 -3.20733 -0.92433 -0.03 0.03 -0.14
H 1.83677 -4.32425 -1.44312 -0.03 -0.12 -0.06
H -0.73989 -3.70703 2.33285 0.08 -0.01 0.20
H 0.82358 -4.46932 1.96628 0.16 -0.05 0.02
H -2.22093 -5.32462 2.08580 0.22 -0.03 0.11
H -2.34362 -6.11619 0.51977 0.16 -0.13 -0.04
H -2.74145 -3.14566 1.01570 0.00 -0.01 0.14
H -3.99347 -4.32559 0.74390 -0.07 -0.12 0.08
H -3.77660 -3.88821 -1.51242 -0.04 -0.07 -0.08
H -2.16028 -4.59741 -1.46731 0.09 -0.05 -0.06
H -2.39306 -2.86938 -1.22839 0.20 0.02 -0.03
H -1.13459 -1.58409 1.81211 -0.05 0.11 0.05
H 2.01214 -0.95062 -3.04285 0.12 0.13 -0.07
H 2.31839 -2.63959 -2.72355 0.13 -0.07 -0.08
H 3.33624 -1.43309 -1.95463 0.13 0.23 -0.05
H 1.02832 3.72619 -2.15974 0.10 0.00 -0.07
H 0.07236 5.58985 -0.93307 -0.04 0.12 0.04
H -3.38156 4.70269 1.34330 0.05 -0.10 -0.18
H -2.41397 4.68182 2.81011 0.12 -0.10 0.00
H -3.62666 6.52679 3.29370 -0.07 0.10 0.08
H -3.93543 6.96796 1.62746 0.08 0.15 -0.17
H -2.37208 7.35468 2.37528 0.13 0.04 -0.04
H -1.88081 2.79887 1.71488 -0.03 -0.01 0.12
H -2.96950 1.19278 0.01409 0.05 0.11 -0.07
H -2.53961 -0.31564 -0.47441 -0.09 0.16 -0.27
O 0.56698 7.33852 -2.56706 0.00 0.01 0.01
Cl 1.56330 6.81356 -3.47830 -0.02 -0.02 0.04
O 1.25369 7.22037 -4.82635 -0.01 0.01 0.01
O 1.54953 5.36388 -3.39641 0.06 0.05 -0.10
O 2.86806 7.30084 -3.10366 0.00 0.01 -0.01
```
Forces are in eV/Å.

Values from the calculation:
- E_LUMO: 2.3 eV
- Max |F|: 0.699 eV/A
- Total energy: -63423.26177 eV
- Orbital gap: 7.59 eV
- Total charge: -1